C29H37AsF6MnN4O4PS2Sb | ωB97M-V/def2-TZVPD

Structure (XYZ):
```
86
Properties=species:S:1:pos:R:3:forces:R:3:lowdin_spin:R:1
Sb -3.154 2.948 -0.013 0.1595 -0.0996 0.0401 0.00
As 0.551 -0.335 -2.063 -0.1567 -0.0597 0.1817 -0.06
Mn 0.304 -0.192 0.420 1.1414 -0.5217 -0.8425 3.08
S -0.687 0.314 2.756 -0.4579 0.1209 0.2932 0.01
S -2.379 -0.321 0.817 -0.5481 1.0656 0.2360 0.00
P 2.706 -0.196 0.762 -0.3030 -0.0304 0.1512 -0.03
F -4.504 -1.751 1.307 -0.0173 0.1093 -0.0913 0.00
F -1.595 -0.218 5.144 0.0991 0.1036 -0.0208 0.00
F -4.864 0.374 1.067 0.0230 -0.0613 -0.0266 0.00
F 0.373 0.704 5.064 -0.0597 0.0412 -0.0175 0.00
F -4.415 -0.855 -0.670 -0.0076 0.0384 0.0717 0.00
F -1.405 1.896 4.682 0.0380 -0.1063 0.0073 0.00
O -2.141 0.904 -0.055 -0.5654 0.0895 0.3620 0.01
O 0.196 -0.834 2.551 -0.0962 -0.1253 0.0171 0.00
O -0.136 1.472 2.058 -0.1631 0.1354 -0.1004 0.02
O -1.542 -1.376 0.277 0.2514 -0.0403 -0.1024 0.01
N 4.746 -1.874 1.554 -0.0173 0.0140 0.0100 0.00
N -2.203 -0.003 2.331 0.2237 -0.0023 -0.2059 0.00
N 5.340 0.044 0.176 -0.0654 0.0051 -0.0087 0.00
N 4.733 0.378 2.488 -0.0446 -0.0215 -0.0206 -0.01
C 0.212 5.201 -2.600 0.0654 0.0212 0.0226 0.00
C -4.218 -0.685 0.616 0.2303 -0.5778 0.2461 0.00
C -7.254 3.071 -1.247 0.0301 -0.0456 -0.0230 0.00
C -4.909 2.603 -1.007 -0.3861 -0.0280 -0.3712 0.00
C -4.635 3.599 3.964 0.0745 0.0248 -0.0142 0.00
C -1.986 4.259 -2.401 -0.1976 -0.0894 0.0421 0.00
C -1.047 4.973 -3.132 -0.0121 -0.0208 0.0089 0.00
C 5.578 0.834 1.386 0.0668 0.0555 -0.0202 0.00
C -6.085 3.188 -0.514 0.1758 0.0420 0.1765 0.00
C -7.255 2.371 -2.446 -0.0826 0.0148 -0.0105 0.00
C 5.622 -1.328 0.403 0.0418 -0.1403 0.0625 0.00
C -0.855 0.707 4.592 -0.0884 -0.1930 -0.0734 0.00
C -3.668 4.424 4.530 -0.0200 0.0240 0.0522 0.00
C 0.555 4.708 -1.341 -0.0286 -0.0118 -0.0869 0.00
C -4.911 1.913 -2.229 0.3083 0.0310 0.1016 0.00
C 1.471 -1.947 -2.608 0.0255 -0.0004 -0.1170 0.00
C 4.034 0.288 -0.425 0.1207 -0.0089 -0.0806 0.00
C -2.516 4.759 3.828 -0.0685 -0.0183 0.0318 0.00
C 3.294 -1.903 1.177 0.1308 -0.0711 0.0599 0.00
C -0.366 3.986 -0.606 -0.0666 -0.1401 0.2150 0.00
C -6.089 1.792 -2.938 -0.0441 0.0099 0.0328 0.00
C 4.993 -0.982 2.799 0.0255 -0.1459 -0.0334 0.00
C -1.644 3.763 -1.138 0.2486 0.2140 -0.2060 0.00
C -2.320 4.274 2.549 0.1166 0.0467 -0.3171 0.00
C -1.148 -0.470 -2.968 0.0030 0.0319 -0.1166 -0.02
C 3.320 0.667 2.274 0.0434 0.0543 0.1247 0.00
C 1.450 1.102 -2.994 0.0098 -0.0418 -0.0836 -0.01
C -4.457 3.113 2.682 -0.0162 -0.1975 -0.2331 0.00
C -3.294 3.448 1.965 -0.0914 0.1639 0.4992 0.00
H -1.689 0.469 -2.857 0.0049 -0.0122 0.0084 0.00
H -1.434 4.573 2.002 -0.0392 -0.0175 0.0068 0.00
H 2.735 0.340 3.136 -0.0002 0.0123 -0.0176 0.00
H 2.509 -1.941 -2.279 -0.0046 0.0171 0.0110 0.00
H 3.948 -0.278 -1.355 -0.0185 0.0157 0.0130 0.00
H 1.456 -1.997 -3.698 0.0113 -0.0230 0.0357 0.00
H -6.108 1.257 -3.878 0.0334 -0.0098 -0.0062 0.00
H 4.347 -1.362 3.590 0.0236 0.0404 0.0225 0.00
H 1.079 2.065 -2.649 -0.0319 0.0332 0.0222 0.00
H 2.528 1.052 -2.849 -0.0204 -0.0032 0.0242 0.00
H -1.307 5.368 -4.104 -0.0237 -0.0014 -0.0057 0.00
H -8.176 2.281 -3.008 0.0073 -0.0019 -0.0112 0.00
H -5.529 3.351 4.518 -0.0137 -0.0147 -0.0199 0.00
H -8.165 3.527 -0.884 0.0010 0.0135 0.0236 0.00
H -1.734 -1.291 -2.559 0.0171 0.0024 0.0222 0.00
H 3.177 1.744 2.168 0.0038 -0.0167 -0.0055 0.00
H 5.378 1.884 1.180 0.0171 0.0049 0.0158 0.00
H 0.967 -2.826 -2.207 -0.0269 0.0272 0.0090 0.00
H -1.784 5.415 4.278 0.0326 0.0054 -0.0287 0.00
H -2.981 4.114 -2.810 0.0280 0.0069 0.0109 0.00
H -0.104 3.614 0.380 0.0019 0.0277 -0.0352 0.00
H 0.932 5.783 -3.161 0.0072 0.0067 -0.0031 0.00
H -3.821 4.819 5.527 -0.0006 -0.0005 0.0006 0.00
H 5.046 -2.828 1.772 0.0134 0.0120 0.0082 0.00
H 3.174 -2.588 0.335 -0.0239 0.0518 -0.0105 0.00
H -0.959 -0.654 -4.027 -0.0253 0.0042 0.0429 0.00
H 5.422 -1.949 -0.471 0.0193 0.0378 -0.0155 0.00
H -6.096 3.746 0.415 0.0091 0.0053 -0.0077 0.00
H -5.220 2.478 2.249 0.0075 0.0356 0.0128 0.00
H 3.939 1.347 -0.673 0.0024 -0.0102 0.0144 0.00
H 2.725 -2.298 2.022 -0.0165 0.0235 -0.0190 0.00
H 6.040 -1.136 3.062 -0.0255 0.0421 0.0351 0.00
H 1.535 4.917 -0.934 0.0030 -0.0110 0.0318 0.00
H -4.000 1.471 -2.619 -0.0242 0.0019 -0.0098 0.00
H 1.239 0.995 -4.059 0.0256 0.0028 0.0374 0.00
H 6.626 0.732 1.671 -0.0124 0.0178 0.0091 0.00
H 6.654 -1.467 0.727 -0.0108 0.0162 -0.0444 0.00
```
Positions in Å, forces in eV/Å.

Values from the calculation:
Energy above the lowest of the compared OMol25 structures with the same formula, charge and spin: 135.9 kJ/mol
Calculated total energy: -190742.60068 eV
Highest occupied orbital energy (spin up / spin down): -19.126 / -19.126 eV
Strongest force on any atom: 1.51 eV/Å
Multiplicity: 4
Lowest unoccupied orbital energy (spin up / spin down): -11.5 / -11.5 eV
M: 966.36 g mol⁻¹
Total charge: +4

---

C29H37N4O4 | ωB97M-V/def2-TZVPD

Structure (XYZ):
```
74
Properties=species:S:1:pos:R:3:forces:R:3:lowdin_charge:R:1
O 3.759 1.218 3.740 -1.2372 -0.6736 0.4639 -0.12
O -3.295 -6.214 2.431 0.9441 1.8203 -0.5174 0.08
O -1.536 -5.429 1.402 -1.8748 0.7752 1.1236 0.06
O 2.645 1.170 -3.983 1.0781 0.7458 -1.0924 0.14
N 1.957 -0.660 -2.802 0.5346 0.3358 -0.4842 -0.04
N 1.082 0.325 3.581 -1.5139 -0.2362 0.6578 0.00
N 0.203 0.218 -1.678 -0.4694 -1.3457 0.6474 -0.01
N -2.632 -5.259 1.988 1.2497 -3.6461 -0.7390 -0.32
C 3.525 -0.144 4.178 0.6086 1.3617 1.1045 -0.15
C 1.148 5.019 -4.620 0.0837 -0.0798 -0.3806 -0.07
C -1.237 -0.533 0.138 1.5343 -2.1674 -2.1011 -0.13
C -4.408 -3.759 2.696 0.7046 0.0528 0.1190 0.01
C 2.164 -0.683 3.738 0.5426 -0.5370 -0.0627 -0.09
C 0.114 2.834 -4.459 -0.0360 -0.0735 -0.0814 -0.24
C -2.907 -1.511 1.720 0.6484 -2.1100 -0.5847 -0.15
C -0.748 0.402 -0.729 -0.3164 0.9609 0.3241 -0.05
C 0.016 -2.110 -2.574 0.2440 -0.7586 -0.0074 0.01
C 1.337 1.779 3.900 -0.2211 0.2567 -1.2572 -0.05
C 1.904 0.630 -3.235 -2.1387 -0.2574 1.7344 -0.40
C -2.042 -0.326 1.280 -2.5782 1.9097 2.7346 -0.18
C -1.313 0.543 2.768 -0.4893 0.1541 -0.9649 -0.19
C -4.235 -1.396 2.189 0.6212 1.1303 0.3733 -0.04
C -0.384 1.688 -3.606 -0.3589 0.4176 0.2260 -0.08
C -2.439 0.717 3.827 -0.0896 -0.8862 0.2485 -0.06
C 2.786 2.100 4.309 0.4986 -0.6818 0.1230 -0.17
C 1.299 4.850 -6.011 -0.2155 -0.2549 0.7048 -0.07
C 0.637 1.261 -2.555 1.7406 0.7493 -0.1182 -0.19
C -0.120 -0.150 3.289 1.2298 1.2172 -0.6751 0.02
C -3.166 -3.946 2.105 0.4768 2.5273 -0.7415 -0.15
C 1.552 -1.646 -0.619 0.1821 -0.7508 0.2752 -0.01
C 2.953 -1.546 -3.333 1.0798 -0.7437 -0.4136 -0.02
C 0.543 4.017 -3.855 0.2424 0.2412 -0.1772 -0.05
C 0.197 2.692 -5.846 0.1701 0.3235 0.6162 -0.04
C 0.921 -1.084 -1.890 -0.3968 0.3176 -0.2100 -0.46
C -2.397 -2.864 1.577 -2.2309 1.1125 1.7073 0.08
C -4.907 -2.465 2.757 -1.4564 -0.4173 0.1589 -0.05
C 0.802 3.685 -6.604 0.0931 0.3827 -0.2146 -0.08
H 3.075 3.097 3.957 -0.3389 -0.2006 0.2117 0.14
H 1.798 5.618 -6.608 -0.2227 -0.3235 0.2077 0.11
H -0.214 -1.788 -3.597 -0.2165 0.0428 0.3526 0.10
H -0.176 -1.225 3.285 0.0183 -0.5137 0.1439 0.15
H 2.240 -0.922 -0.184 -0.0782 0.0963 0.0686 0.09
H -4.732 -0.406 2.195 0.4440 -0.7080 -0.0064 0.12
H -1.100 1.510 2.243 0.2101 -0.6970 0.8605 0.14
H 2.312 -1.153 2.768 -0.2604 0.0199 -0.1201 0.12
H 3.616 -0.202 5.315 -0.0024 0.1638 -1.3465 0.15
H 2.826 2.063 5.404 0.3342 0.0296 -0.0138 0.13
H -3.376 0.951 3.298 0.4053 0.1701 0.3171 0.07
H 3.561 -1.983 -2.530 -0.0532 0.1617 -0.1073 0.09
H -1.141 1.470 -0.690 0.6864 -1.2727 0.1736 0.16
H 1.142 2.332 2.973 -0.1904 -0.1757 0.1454 0.13
H -2.239 1.474 4.615 0.0551 -0.2552 -0.7402 0.09
H 0.796 -1.955 0.121 0.4621 0.2056 -0.3045 0.06
H -0.210 1.796 -6.298 0.1688 -0.0126 -0.1376 0.11
H -1.092 -1.631 -0.134 0.1584 1.8830 0.5113 0.09
H 0.631 2.142 4.671 0.2918 -0.4716 -0.4051 0.14
H -2.724 0.551 1.144 0.3035 -0.5744 0.0067 0.14
H -1.271 2.014 -3.044 -0.0765 -0.1540 -0.2243 0.12
H -0.892 -2.302 -1.984 0.2005 0.1136 -0.4156 0.08
H 0.555 -3.078 -2.666 -0.3116 0.5399 0.1163 0.10
H -4.902 -4.624 3.117 -0.1665 0.1675 -0.0455 0.13
H -0.662 0.824 -4.228 0.0479 0.2278 0.1886 0.13
H 0.896 3.552 -7.677 -0.0296 0.0265 0.0952 0.10
H 2.140 -2.559 -0.860 -0.4045 0.6120 0.0203 0.10
H 2.516 -2.398 -3.879 0.0077 0.3915 0.0353 0.10
H 1.007 2.129 -1.930 -0.5006 -0.6366 -0.8140 0.17
H 3.659 -1.003 -4.018 -0.9610 -0.3007 0.6972 0.12
H 1.857 -1.463 4.454 -0.1003 0.3296 -0.2965 0.14
H 0.431 4.151 -2.770 0.1018 -0.0302 -0.4820 0.11
H -2.633 -0.239 4.380 0.2242 0.6515 -0.5465 0.10
H 4.353 -0.698 3.712 -0.5227 -0.1213 0.3208 0.14
H -1.450 -3.058 1.141 0.6112 -0.2614 -0.1906 0.09
H 1.538 5.921 -4.138 -0.2483 -0.3442 -0.1890 0.10
H -5.914 -2.329 3.226 1.0687 0.0484 -0.6063 0.13
```
Positions in Å, forces in eV/Å.

Values from the calculation:
Energy above the lowest of the compared OMol25 structures with the same formula, charge and spin: 385.5 kJ/mol
Calculated total energy: -44812.34735 eV
Highest occupied orbital energy: -10.518 eV
Strongest force on any atom: 4.22 eV/Å
SMILES: C[C@@H](C=[N+]1CCOCC1)[C@@H](/C=C/N1[C@H](Cc2ccccc2)C(=O)N(C)C1(C)C)c1cccc([N+](=O)[O-])c1
Lowest unoccupied orbital energy: -4.2 eV
M: 505.64 g mol⁻¹
Total charge: +1

---

C29H38BeNO2P2Si | ωB97M-V/def2-TZVPD

Structure (XYZ):
```
74
Properties=species:S:1:pos:R:3:forces:R:3:lowdin_charge:R:1
P 1.402 -2.700 -0.350 0.2848 0.4647 0.1647 0.93
P 1.737 1.781 0.454 -0.5161 -0.6067 0.4648 0.91
Si -2.380 0.549 -0.343 0.4157 0.3108 -0.6848 0.72
O 5.513 0.438 -4.912 -0.2075 1.5677 0.1106 -0.04
O 0.579 -0.080 -1.096 2.9828 -0.5687 -1.0829 -0.44
N 3.389 -0.720 0.498 0.5725 -0.0361 0.3829 0.04
C -3.112 4.464 -1.283 -0.0064 -0.2250 0.0439 -0.08
C -2.603 1.642 2.268 0.1953 -0.2004 0.2959 -0.09
C -3.024 -1.716 -1.868 -0.2310 -0.3060 0.2788 -0.11
C -2.323 1.709 3.637 0.0508 -0.0648 -0.0192 -0.07
C -3.989 4.349 -2.369 0.0422 -0.2591 0.1194 -0.08
C -3.556 -2.988 -2.089 0.0092 0.0382 0.0108 -0.09
C -3.151 -1.108 -0.608 -0.2448 -0.2911 0.0548 -0.28
C 2.844 -3.138 0.682 0.0606 -0.7654 0.0689 -0.26
C 4.984 -2.130 1.559 0.1988 -0.0932 0.1458 0.00
C 5.362 0.235 1.411 0.2228 0.0056 0.3082 0.00
C -2.737 3.324 -0.562 -0.4144 0.0930 -0.6061 -0.12
C -0.967 -0.121 2.023 -0.0632 0.2479 0.4181 -0.12
C -4.156 1.956 -1.995 0.2122 0.6411 0.0927 -0.09
C -0.086 -3.457 0.362 -0.0798 -0.2997 0.2667 -0.21
C -4.324 -3.069 0.206 0.0426 0.0360 -0.0055 -0.08
C -3.240 2.064 -0.937 -0.7239 0.3874 0.0598 -0.29
C -1.374 0.853 4.203 -0.0121 0.0436 -0.1684 -0.08
C 4.127 0.374 0.811 -0.0126 0.3238 -0.2698 -0.25
C 3.772 -1.955 0.916 0.0121 -0.0403 -0.1518 -0.26
C 1.693 -3.559 -1.920 0.0461 -0.1469 -0.2593 -0.23
C 3.565 1.750 0.471 -0.0026 -0.1330 2.1038 -0.27
C -4.519 3.098 -2.714 0.0674 0.0527 0.1031 -0.08
C -4.212 -3.665 -1.055 0.1219 0.2266 0.0827 -0.09
C 1.364 3.025 -0.822 -0.0118 0.1128 -0.0728 -0.23
C -0.697 -0.063 3.392 -0.0286 -0.0022 -0.1061 -0.10
C -3.793 -1.795 0.433 -0.0886 -0.3248 -0.3924 -0.09
C 1.292 2.620 2.008 0.2679 0.2379 0.2159 -0.25
C -1.921 0.732 1.445 0.1678 -0.0223 0.3614 -0.27
C 5.808 -1.030 1.787 -0.1893 0.0173 -0.1561 0.00
Be 1.975 -0.556 -0.333 -3.9171 0.6786 -0.3475 0.08
H 0.108 -4.507 0.632 -0.1282 0.2883 -0.1244 0.07
H 0.044 -0.737 3.827 -0.2102 0.1868 -0.0592 0.10
H -2.855 2.429 4.261 0.1503 -0.2418 -0.1397 0.11
H 2.298 -2.918 -2.578 -0.1771 -0.2962 0.1355 0.05
H 0.727 -3.756 -2.408 0.3478 0.0594 0.0856 0.06
H 5.265 -3.136 1.870 -0.0063 0.3320 -0.0474 0.13
H -3.875 -1.332 1.421 -0.0037 -0.1701 -0.2865 0.11
H 0.239 2.937 1.971 0.2927 -0.1291 -0.0131 0.05
H -2.708 5.436 -0.997 -0.1600 -0.2167 -0.1272 0.10
H 1.888 2.760 -1.752 -0.2509 0.1033 0.2389 0.05
H -0.411 -2.911 1.258 0.1206 -0.1922 -0.2542 0.04
H 4.725 0.861 -4.539 0.3420 -0.1109 -0.2510 0.04
H 0.734 -0.044 -2.058 -0.6188 -0.0833 0.2569 0.01
H -3.461 -3.451 -3.073 -0.0624 0.0908 0.2702 0.10
H -2.043 3.414 0.279 -0.1767 0.0036 -0.3018 0.09
H -3.371 2.291 1.844 0.2421 -0.1769 0.1282 0.10
H -0.906 -3.415 -0.371 0.2573 0.0699 0.1745 0.05
H 2.458 -3.529 1.641 0.3987 0.1747 -0.2059 0.11
H 0.280 3.019 -1.011 0.3383 0.0014 0.0108 0.04
H -2.503 -1.186 -2.670 -0.1443 -0.1693 0.1865 0.10
H 3.887 2.070 -0.471 0.7383 0.4921 -1.5101 0.07
H -4.636 -4.655 -1.233 0.1367 0.3008 0.0657 0.11
H 2.223 -4.506 -1.742 -0.2472 0.1925 -0.1942 0.05
H -4.256 5.234 -2.947 0.0375 -0.2564 0.1831 0.10
H 1.399 1.914 2.842 -0.0303 0.2226 -0.1683 0.04
H 1.676 4.030 -0.497 -0.0934 -0.2655 -0.1593 0.06
H -5.209 3.010 -3.555 0.1593 0.0817 0.2247 0.11
H 5.950 1.132 1.598 -0.0904 -0.2848 0.0241 0.13
H 6.778 -1.155 2.264 -0.2143 0.0196 -0.0842 0.13
H -4.829 -3.595 1.018 0.1184 0.1078 -0.2491 0.11
H -1.164 0.895 5.274 -0.0774 -0.0021 -0.3528 0.11
H 1.944 3.492 2.169 -0.2949 -0.1171 0.0781 0.05
H 3.381 -3.957 0.176 0.0650 0.2248 0.4611 0.10
H -0.433 -0.837 1.395 -0.1543 0.2439 0.1179 0.06
H 3.884 2.488 1.230 0.3963 -0.3566 -0.4243 0.10
H -1.295 0.608 -1.341 -0.1748 -0.0905 0.3491 0.03
H 5.383 -0.479 -4.770 -0.1386 -1.4559 0.1277 0.00
H -4.557 0.974 -2.263 0.0888 0.3193 0.0034 0.10
```
Positions in Å, forces in eV/Å.

Values from the calculation:
Calculated total energy: -63128.01420 eV
Highest occupied orbital energy: -10.608 eV
Strongest force on any atom: 3.99 eV/Å
Lowest unoccupied orbital energy: -3.5 eV
M: 531.67 g mol⁻¹
Total charge: +1